Record 1
Here is 2 unconnected molecules or ions with the total composition C58H68N3O3 at a distorted geometry from OMol25. Energies are from wB97M-V/def2-TZVPD.

Values from the calculation:
Calculated total energy = -2640.45730 a.u.
Charge = +1
Frontier orbital gap = 0.15170 hartree

Element x y z (Å)
C -1.738 -2.506 -0.574
C -2.980 -2.136 0.211
C -4.150 -2.384 -0.760
C -3.145 -3.061 1.414
C -2.899 -0.634 0.622
C -3.457 0.287 -0.269
C -4.026 1.451 0.230
C -3.883 1.752 1.581
C -2.994 1.058 2.407
C -2.789 1.628 3.851
C -1.321 1.676 4.256
C -3.633 0.842 4.864
C -3.286 3.077 3.942
C -2.395 -0.122 1.857
N -1.236 -0.734 2.461
C -1.307 -1.485 3.703
C 0.122 -1.721 4.076
N 0.889 -1.391 2.866
C 2.309 -1.740 2.882
C 2.713 -3.080 2.626
C 1.804 -4.313 2.317
C 2.517 -5.278 1.350
C 0.492 -3.965 1.645
C 1.567 -5.066 3.635
C 4.067 -3.415 2.735
C 5.043 -2.461 2.942
C 4.645 -1.159 3.200
C 3.302 -0.825 3.375
C 3.065 0.456 4.240
C 4.309 1.362 4.287
C 2.775 0.055 5.694
C 1.964 1.314 3.658
C 0.036 -0.821 1.912
C 0.313 -0.207 0.679
C 1.682 -0.049 0.252
C 2.448 -1.185 -0.120
C 3.816 -1.095 -0.240
C 4.433 0.152 0.025
N 5.781 0.134 0.472
O 6.266 1.189 0.954
O 6.410 -0.950 0.423
C 3.678 1.342 0.145
C 2.302 1.239 0.216
H -0.831 -2.129 -0.090
H -1.649 -3.594 -0.713
H -1.813 -2.029 -1.557
H -5.101 -2.055 -0.326
H -4.004 -1.876 -1.723
H -4.217 -3.459 -0.985
H -3.862 -2.645 2.137
H -3.508 -4.047 1.087
H -2.181 -3.237 1.901
H -3.526 0.069 -1.335
H -4.623 2.096 -0.410
H -4.447 2.604 1.968
H -0.735 2.212 3.500
H -1.205 2.204 5.215
H -0.885 0.686 4.388
H -4.696 0.947 4.612
H -3.415 -0.231 4.891
H -3.482 1.246 5.876
H -4.377 3.134 3.884
H -3.001 3.518 4.905
H -2.853 3.697 3.151
H -1.838 -0.951 4.494
H -1.842 -2.429 3.550
H 0.437 -1.063 4.903
H 0.308 -2.757 4.383
H 3.342 -5.816 1.831
H 1.811 -6.040 0.991
H 2.905 -4.739 0.475
H -0.132 -3.335 2.279
H 0.671 -3.453 0.692
H -0.084 -4.881 1.437
H 1.019 -4.465 4.370
H 0.996 -5.985 3.451
H 2.531 -5.340 4.084
H 4.390 -4.452 2.642
H 6.101 -2.708 2.922
H 5.435 -0.432 3.358
H 4.709 1.556 3.283
H 4.048 2.336 4.725
H 5.104 0.941 4.916
H 1.980 -0.691 5.782
H 3.674 -0.378 6.154
H 2.482 0.939 6.278
H 1.049 0.743 3.531
H 1.761 2.170 4.316
H 2.268 1.683 2.671
H -0.501 0.287 0.171
H 1.929 -2.131 -0.298
H 4.441 -1.969 -0.411
H 4.218 2.281 0.236
H 1.680 2.140 0.296
C -2.082 -3.324 -5.863
C -1.516 -2.204 -5.063
C -0.739 -2.450 -3.927
C -0.248 -1.417 -3.156
C -0.535 -0.056 -3.485
C -0.082 1.037 -2.703
C -0.004 2.335 -3.358
C 0.693 2.521 -4.599
C 0.472 3.624 -5.417
C -0.436 4.607 -4.997
O -0.706 5.782 -5.692
C -0.734 5.887 -7.086
C -1.022 7.181 -7.551
C -1.416 7.379 -8.874
C -1.524 6.289 -9.746
C -1.198 5.014 -9.289
C -0.774 4.803 -7.965
C -0.997 4.534 -3.710
C -0.785 3.427 -2.911
C -1.301 0.166 -4.691
C -1.741 -0.890 -5.465
H -1.728 -3.274 -6.898
H -1.781 -4.289 -5.455
H -3.178 -3.283 -5.879
H -0.553 -3.490 -3.664
H 0.392 -1.629 -2.298
H 0.164 0.904 -1.656
H 1.370 1.742 -4.960
H 0.951 3.710 -6.395
H -0.975 8.016 -6.852
H -1.634 8.387 -9.236
H -1.853 6.430 -10.776
H -1.251 4.157 -9.956
H -0.495 3.819 -7.618
H -1.643 5.348 -3.380
H -1.298 3.332 -1.950
H -1.513 1.188 -5.017
H -2.292 -0.717 -6.392

Atoms 1-3, force components in eV/Å:
0.61 -0.17 -0.16
0.62 0.25 -0.44
-0.35 0.11 0.11

These are the Löwdin partial charges, in e, on atoms 1 to 4: -0.06 -0.51 -0.06 -0.03

=====

Record 2
Here is 2 unconnected molecules or ions with the total composition C58H77N5O2S at a distorted geometry from OMol25. Energies are from wB97M-V/def2-TZVPD.

Values from the calculation:
Calculated total energy = -3078.64862 a.u.
ΔE to the lowest compared entry with this formula, charge and spin = 6.6 kcal/mol
Charge = 0
Frontier orbital gap = 0.20898 hartree

Element x y z (Å)
C -5.573 -1.309 -0.580
C -5.436 -0.860 0.881
C -6.404 0.284 1.185
C -3.991 -0.519 1.207
C -3.449 0.746 0.959
C -2.091 1.000 1.131
C -1.473 2.326 0.706
C -2.493 3.386 0.304
C -0.426 2.195 -0.386
C -1.267 -0.011 1.722
C 0.126 0.246 2.067
N 0.550 1.130 3.055
C -0.213 2.126 3.782
C 0.072 3.493 3.571
C 1.207 4.008 2.680
C 2.381 4.456 3.544
C 0.749 5.149 1.776
C -0.702 4.449 4.237
C -1.742 4.059 5.071
C -1.986 2.711 5.309
C -1.192 1.726 4.718
C -1.339 0.267 5.138
C -2.539 0.038 6.058
C -0.085 -0.288 5.806
N 1.896 1.092 3.192
N 2.318 0.168 2.290
C 3.733 -0.044 2.115
C 4.417 0.654 1.095
C 3.727 1.708 0.220
C 3.209 1.134 -1.089
C 4.627 2.907 -0.096
C 5.771 0.385 0.895
C 6.444 -0.502 1.731
C 5.781 -1.086 2.809
C 4.427 -0.856 3.030
C 3.802 -1.458 4.299
C 2.590 -2.354 4.062
C 3.525 -0.400 5.368
C 1.254 -0.313 1.489
C 1.344 -1.135 0.373
C -1.814 -1.311 1.957
C -1.000 -2.484 2.506
C -0.866 -3.608 1.477
C -1.573 -3.062 3.802
C -3.161 -1.527 1.684
H -4.946 -2.185 -0.777
H -6.610 -1.572 -0.816
H -5.258 -0.509 -1.263
H -5.708 -1.715 1.514
H -6.249 0.665 2.199
H -6.269 1.107 0.474
H -7.438 -0.066 1.106
H -4.112 1.533 0.592
H -0.942 2.697 1.595
H -3.237 3.533 1.095
H -1.993 4.346 0.121
H -2.999 3.084 -0.622
H 0.334 1.448 -0.131
H -0.895 1.877 -1.327
H 0.079 3.156 -0.562
H 1.543 3.175 2.050
H 2.728 3.627 4.169
H 3.212 4.800 2.919
H 2.068 5.282 4.197
H -0.112 4.853 1.166
H 0.460 6.024 2.372
H 1.564 5.448 1.107
H -0.485 5.509 4.097
H -2.354 4.816 5.556
H -2.792 2.436 5.989
H -1.506 -0.298 4.209
H -3.457 0.436 5.614
H -2.690 -1.031 6.251
H -2.367 0.532 7.023
H 0.797 -0.179 5.167
H 0.121 0.254 6.741
H -0.207 -1.354 6.050
H 2.875 2.073 0.813
H 2.582 0.255 -0.920
H 2.607 1.877 -1.628
H 4.045 0.830 -1.731
H 5.117 3.290 0.805
H 5.400 2.640 -0.829
H 4.024 3.716 -0.526
H 6.313 0.889 0.091
H 7.503 -0.703 1.575
H 6.333 -1.731 3.500
H 4.587 -2.111 4.705
H 2.775 -3.075 3.258
H 2.352 -2.915 4.976
H 1.706 -1.762 3.800
H 4.471 -0.021 5.771
H 2.981 0.452 4.945
H 2.943 -0.822 6.196
H 2.288 -1.623 0.167
H 0.447 -1.282 -0.213
H 0.008 -2.117 2.723
H -0.428 -3.225 0.551
H -0.214 -4.399 1.869
H -1.848 -4.047 1.254
H -1.699 -2.293 4.573
H -2.549 -3.530 3.622
H -0.891 -3.826 4.200
H -3.580 -2.520 1.867
C 0.239 5.029 -8.094
C -0.226 3.909 -7.209
C -1.555 3.479 -7.256
C -2.004 2.451 -6.428
C -1.109 1.825 -5.550
S -1.703 0.621 -4.355
N -1.141 -0.891 -4.884
C -1.167 -1.970 -4.170
C -0.884 -3.237 -4.853
C -1.313 -4.508 -4.399
C -0.934 -5.659 -5.076
C -0.071 -5.592 -6.201
N 0.446 -6.753 -6.785
C -0.276 -7.531 -7.767
C 1.725 -7.330 -6.424
C 0.264 -4.311 -6.713
C -0.149 -3.162 -6.052
O -0.987 0.894 -3.127
O -3.145 0.632 -4.385
C 0.221 2.254 -5.488
C 0.653 3.286 -6.317
H 1.296 5.236 -7.922
H 0.107 4.789 -9.154
H -0.325 5.946 -7.901
H -2.246 3.961 -7.949
H -3.043 2.127 -6.458
H -1.471 -2.010 -3.109
H -1.945 -4.567 -3.509
H -1.237 -6.647 -4.724
H -1.290 -7.144 -7.902
H 0.245 -7.516 -8.737
H -0.325 -8.579 -7.440
H 2.144 -6.807 -5.559
H 1.589 -8.395 -6.177
H 2.436 -7.271 -7.263
H 0.888 -4.252 -7.607
H 0.124 -2.177 -6.429
H 0.914 1.781 -4.794
H 1.690 3.621 -6.274

Atoms 1-3, force components in eV/Å:
0.14 0.01 -0.10
-0.06 0.07 0.10
0.01 -0.05 0.06

These are the Löwdin partial charges, in e, on atoms 1 to 4: -0.06 -0.39 -0.08 -0.18

=====

Record 3
Here is 12 unconnected molecules or ions with the total composition C58H81F5O21 at a distorted geometry from OMol25. Energies are from wB97M-V/def2-TZVPD.

Values from the calculation:
Calculated total energy = -4337.98451 a.u.
ΔE to the lowest compared entry with this formula, charge and spin = 62.2 kcal/mol
SMILES = CCOC(=O)OC.CCOC(=O)OC.CCOC(=O)OC.CCOC(=O)OC.CCOC(=O)OC.CCOC(=O)OC.CCOC(=O)OC.Fc1ccccc1.Fc1ccccc1.Fc1ccccc1.Fc1ccccc1.Fc1ccccc1
Charge = 0
Frontier orbital gap = 0.35459 hartree

Element x y z (Å)
C 1.505 2.795 1.007
C 0.938 2.168 2.204
O 0.210 3.146 2.924
C 0.892 3.868 3.783
O 2.132 3.880 3.831
O 0.154 4.641 4.516
C 0.615 5.583 5.392
H 2.078 3.719 1.316
H 0.808 2.966 0.256
H 2.187 2.093 0.610
H 1.799 1.761 2.846
H 0.343 1.282 2.084
H -0.157 6.285 5.630
H 1.390 6.202 4.941
H 1.104 5.090 6.245
C 3.776 0.187 -5.959
C 4.460 -0.360 -4.715
O 4.548 -1.833 -4.783
C 4.441 -2.370 -3.570
O 4.100 -1.797 -2.541
O 4.792 -3.639 -3.639
C 4.595 -4.337 -2.404
H 4.396 0.263 -6.876
H 3.419 1.172 -5.745
H 2.996 -0.503 -6.141
H 3.794 -0.135 -3.873
H 5.427 0.051 -4.678
H 5.111 -5.339 -2.463
H 3.535 -4.479 -2.159
H 5.084 -3.743 -1.605
C -3.314 5.354 6.968
C -2.919 4.084 6.378
O -1.632 3.810 6.885
C -1.152 2.706 6.260
O -1.726 2.094 5.406
O 0.089 2.433 6.796
C 0.895 1.416 6.032
H -2.643 6.118 6.624
H -3.315 5.429 8.089
H -4.300 5.589 6.575
H -3.048 4.046 5.313
H -3.634 3.321 6.813
H 0.882 0.494 6.689
H 1.916 1.736 5.748
H 0.426 1.147 5.126
C -4.080 2.266 2.876
C -2.829 2.939 2.370
O -3.093 4.102 1.556
C -3.475 5.163 2.167
O -3.662 5.292 3.376
O -3.670 6.216 1.260
C -3.973 7.447 1.928
H -3.890 1.267 3.291
H -4.760 2.247 2.072
H -4.509 2.942 3.665
H -2.216 2.268 1.775
H -2.229 3.200 3.189
H -5.013 7.345 2.339
H -4.008 8.165 1.077
H -3.214 7.721 2.633
C -0.534 4.048 -2.322
C -1.187 3.093 -1.326
O -2.526 2.892 -1.804
C -3.185 1.874 -1.288
O -2.750 1.180 -0.375
O -4.395 1.840 -1.784
C -5.196 0.743 -1.351
H -0.199 3.710 -3.318
H 0.415 4.437 -1.951
H -1.266 4.889 -2.470
H -1.260 3.641 -0.380
H -0.758 2.155 -1.236
H -4.883 -0.206 -1.832
H -6.169 0.897 -1.750
H -5.140 0.682 -0.232
C 2.734 -5.671 2.246
C 3.050 -4.825 0.973
O 2.371 -5.313 -0.136
C 1.144 -4.915 -0.335
O 0.474 -4.241 0.459
O 0.711 -5.435 -1.428
C -0.668 -5.179 -1.757
H 3.088 -5.048 3.094
H 3.165 -6.668 2.135
H 1.674 -5.818 2.379
H 4.111 -4.952 0.730
H 2.753 -3.765 1.072
H -0.828 -5.266 -2.790
H -0.879 -4.155 -1.367
H -1.222 -5.903 -1.112
C -2.152 -2.353 2.550
C -2.110 -2.140 1.061
O -1.104 -1.080 0.806
C -0.747 -1.035 -0.477
O -1.176 -1.737 -1.372
O 0.244 -0.152 -0.629
C 0.681 0.050 -1.962
H -1.152 -2.578 2.981
H -2.752 -3.217 2.680
H -2.580 -1.487 3.053
H -3.053 -1.829 0.632
H -1.789 -3.050 0.511
H 0.214 -0.571 -2.715
H 1.739 -0.330 -1.968
H 0.700 1.136 -2.207
F 0.401 -0.986 -4.940
C 0.550 -2.302 -5.050
C -0.048 -2.913 -6.117
C 0.277 -4.248 -6.374
C 1.083 -4.935 -5.460
C 1.447 -4.335 -4.276
C 1.317 -2.959 -4.089
H -0.456 -2.285 -6.835
H -0.177 -4.807 -7.209
H 1.183 -6.035 -5.578
H 1.877 -4.887 -3.430
H 1.730 -2.436 -3.246
F 2.422 2.293 -3.078
C 3.328 3.278 -3.399
C 2.955 4.579 -3.699
C 3.942 5.524 -3.860
C 5.243 5.097 -3.861
C 5.647 3.834 -3.520
C 4.654 2.842 -3.275
H 1.845 4.889 -3.728
H 3.596 6.553 -4.133
H 6.058 5.811 -3.928
H 6.668 3.535 -3.622
H 4.780 1.770 -3.043
F -4.496 -7.243 4.470
C -3.328 -6.770 3.982
C -2.263 -6.843 4.805
C -1.076 -6.205 4.388
C -1.013 -5.555 3.155
C -2.194 -5.582 2.336
C -3.347 -6.190 2.756
H -2.309 -7.321 5.811
H -0.253 -6.346 5.041
H -0.094 -5.124 2.697
H -1.903 -5.304 1.351
H -4.239 -6.373 2.151
F -6.038 0.267 -6.041
C -4.880 -0.347 -5.557
C -4.766 -1.694 -5.833
C -3.692 -2.490 -5.342
C -2.840 -1.977 -4.399
C -3.034 -0.619 -4.119
C -4.004 0.246 -4.681
H -5.506 -2.002 -6.539
H -3.558 -3.545 -5.639
H -2.115 -2.588 -3.907
H -2.314 -0.087 -3.432
H -3.953 1.307 -4.401
F 1.856 -0.705 3.804
C 2.776 -0.583 2.848
C 2.449 -1.051 1.583
C 3.274 -0.839 0.526
C 4.470 -0.084 0.679
C 4.788 0.378 1.948
C 3.993 0.100 3.034
H 1.487 -1.541 1.302
H 2.864 -1.163 -0.417
H 5.060 0.104 -0.140
H 5.608 1.062 2.113
H 4.285 0.508 4.016

Atoms 1-3, force components in eV/Å:
1.74 0.89 0.76
2.10 -1.07 1.91
-1.57 0.08 1.06

These are the Löwdin partial charges, in e, on atoms 1 to 4: -0.03 -0.21 0.04 -0.60